DFT (ωB97M-V/def2-TZVPD) results for a structure of composition C37H45BF3N9O5ReS2.

The geometry in XYZ format:
```
103
C37H45BF3N9O5ReS2, DFT ωB97M-V/def2-TZVPD
Re 0.70911 -0.39790 -0.85060
C 3.99268 -0.40273 -2.49558
C 3.17786 -1.64692 -2.39031
C 3.52687 -2.89516 -2.89348
C 2.45815 -3.73458 -2.63432
C 2.29729 -5.18381 -2.95654
N 1.52036 -3.02681 -2.00078
N 1.95474 -1.73997 -1.84045
B 0.11938 -3.48110 -1.49491
N -0.91551 -2.62610 -2.21830
N -0.76123 -1.27723 -2.22033
C -1.78288 -0.76640 -2.91518
C -1.95796 0.69430 -3.14614
C -2.59705 -1.80515 -3.36315
C -2.02514 -2.96588 -2.88179
C -2.50229 -4.37640 -2.98023
N 0.11138 -3.25617 0.02061
N 0.60077 -2.08628 0.55160
C 0.72371 -2.29843 1.87676
C 1.20877 -1.32184 2.89025
C 0.30157 -3.59047 2.17805
C -0.09097 -4.15697 0.98915
C -0.69261 -5.49866 0.73200
H 5.04956 -0.66471 -2.48284
H 3.78178 0.09709 -3.44351
H 3.79236 0.29547 -1.68936
H 4.44638 -3.14805 -3.39597
H 3.19768 -5.54287 -3.45048
H 2.13651 -5.77429 -2.05382
H 1.44662 -5.35321 -3.61763
H -0.04843 -4.63821 -1.74375
H -1.40817 1.27062 -2.40891
H -1.60677 0.97141 -4.14184
H -3.01407 0.95743 -3.07796
H -3.50365 -1.71880 -3.94120
H -3.37285 -4.42011 -3.63075
H -1.73428 -5.03957 -3.37962
H -2.79198 -4.74474 -1.99426
H 1.71634 -0.47542 2.44550
H 0.35904 -0.96904 3.47607
H 1.89565 -1.82568 3.57092
H 0.24224 -4.03170 3.15990
H -0.77090 -6.04493 1.66900
H -1.69466 -5.38193 0.31671
H -0.10051 -6.08872 0.03329
O 2.29923 3.10549 -1.86736
S 1.70943 2.13531 -2.77702
N 1.12925 0.86558 -2.30712
F 8.92911 1.70450 3.54093
C 8.12843 2.68235 3.09048
F 8.82731 3.39100 2.18395
F 7.88705 3.51230 4.12286
C 6.85274 2.14761 2.50602
C 6.59041 0.78733 2.48725
C 5.40984 0.32436 1.92553
C 4.49030 1.22014 1.37863
C 4.76550 2.59056 1.40864
C 5.94163 3.04914 1.96946
C 3.28907 0.73882 0.76183
C 2.28355 0.31837 0.22640
H 7.30217 0.09217 2.91035
H 5.18704 -0.73487 1.91083
H 4.05301 3.28072 0.97540
H 6.15643 4.11072 1.98950
C -0.20617 1.49008 2.35945
N -1.05842 2.46441 1.69883
C -1.71778 3.44210 2.55559
C -2.75427 4.21251 1.77576
C -2.10385 4.76676 0.52889
N -1.53187 3.67561 -0.25002
C -1.07957 4.02067 -1.59167
C -0.91758 2.61400 0.36411
O -0.25429 1.81816 -0.32257
H -0.46131 1.48333 3.41762
H 0.84938 1.74957 2.24423
H -0.38136 0.50178 1.95697
H -0.98131 4.13347 2.98193
H -2.17501 2.89893 3.38207
H -3.14800 5.02565 2.38597
H -3.57770 3.55200 1.50089
H -1.33549 5.50446 0.79931
H -2.83544 5.27412 -0.09981
H -1.73485 4.80098 -1.97528
H -1.14250 3.16530 -2.25397
H -0.04859 4.38710 -1.59714
C -7.39026 2.52477 0.57818
C -6.18239 1.62557 0.66230
C -5.24794 1.58192 -0.36400
C -4.12725 0.76610 -0.27782
C -3.93392 -0.02932 0.83848
C -4.85732 0.00322 1.88138
C -5.96962 0.82449 1.78449
S -2.51377 -1.09274 0.93213
O -2.14916 -1.19140 2.33262
O -2.85020 -2.34749 0.29180
O -1.51943 -0.31437 0.14909
H -7.41892 3.06225 -0.37015
H -7.38614 3.26196 1.38404
H -8.31487 1.95130 0.66842
H -5.39345 2.20103 -1.24387
H -3.39566 0.74680 -1.07254
H -4.69016 -0.61290 2.75593
H -6.68995 0.84683 2.59597
```

gap between HOMO and LUMO (spin up / spin down) = 8.63 / 7.52 eV
ΔE to the lowest compared entry with this formula, charge and spin = 0.0 kcal per mole
2S+1 = 4
HOMO energy (spin up / spin down) = -8.130 / -8.658 eV
lowest unoccupied orbital energy (spin up / spin down) = 0.50 / -1.13 eV
⟨S²⟩ = 3.80
DFT total energy = -3505.174924 hartree
maximum force = 0.012 hartree/bohr